# 1
C29H27INO13P | ωB97M-V with the def2-TZVPD basis set

Total charge ... 0
HOMO-LUMO gap ... 7.176 eV
SMILES string ... O=C(I)CNCCOCP(=O)(O)O.O=C1C=CC(=O)C=C1.O=C1C=CC(=O)C=C1.O=C1C=CC(=O)C=C1.O=C1C=CC(=O)C=C1

Geometry as XYZ:
```
72
Properties=species:S:1:pos:R:3:forces:R:3
O -0.655 -3.886 6.255 -0.03 -0.07 0.12
C 0.065 -2.978 6.059 -0.26 -0.07 -0.12
I 1.961 -3.307 5.041 0.38 -0.11 -0.08
C -0.181 -1.507 6.394 -0.05 0.20 0.03
N 0.136 -0.568 5.362 -0.13 -0.12 0.28
C -0.486 -0.801 4.057 0.09 -0.24 -0.13
C -1.422 0.313 3.581 0.08 0.17 0.00
O -2.800 -0.022 3.640 -0.04 -0.03 0.11
C -3.281 -0.186 4.945 0.12 0.03 -0.09
P -5.094 -0.001 4.941 -0.26 -0.07 0.05
O -5.616 0.949 3.961 0.16 -0.23 0.32
O -5.670 -1.491 4.859 -0.01 0.19 -0.21
O -5.435 0.275 6.501 0.25 -0.03 -0.13
H -1.240 -1.469 6.671 0.10 0.04 0.00
H 0.412 -1.300 7.291 -0.04 0.02 -0.07
H 1.134 -0.435 5.265 -0.16 0.06 0.03
H -1.062 -1.736 4.080 0.03 0.05 -0.13
H 0.300 -0.936 3.306 -0.18 0.03 0.16
H -1.236 1.213 4.184 0.01 -0.07 -0.08
H -1.236 0.539 2.530 -0.03 -0.05 0.09
H -2.850 0.562 5.632 -0.06 0.02 -0.09
H -3.040 -1.178 5.354 -0.04 0.07 0.02
H -6.020 -1.814 5.696 -0.02 -0.01 0.05
H -4.991 1.058 6.846 -0.17 0.09 0.01
C 1.044 -3.162 1.023 0.12 -0.14 -0.06
C 1.531 -4.276 0.481 0.00 0.00 0.04
C 1.125 -4.722 -0.877 -0.02 0.03 0.02
O 1.576 -5.734 -1.365 0.02 -0.03 -0.02
C 0.147 -3.877 -1.606 0.00 0.02 -0.01
C -0.338 -2.759 -1.072 -0.01 0.00 0.02
C 0.082 -2.309 0.280 0.03 -0.06 -0.05
O -0.337 -1.275 0.751 0.02 0.13 0.08
H 1.341 -2.846 2.017 -0.14 0.08 0.00
H 2.236 -4.915 0.999 0.00 -0.01 0.00
H -0.143 -4.226 -2.590 0.00 -0.01 0.00
H -1.047 -2.130 -1.596 -0.02 0.00 0.03
C 0.631 -0.663 -5.809 0.00 -0.01 0.01
C 0.008 -1.114 -4.724 0.01 0.01 -0.01
C -1.456 -0.934 -4.548 0.01 0.03 -0.02
O -2.026 -1.345 -3.560 0.00 -0.04 0.00
C -2.199 -0.232 -5.624 0.01 0.02 -0.01
C -1.575 0.222 -6.707 -0.01 -0.01 0.00
C -0.111 0.043 -6.884 -0.04 0.00 0.02
O 0.459 0.467 -7.866 0.02 0.04 -0.02
H 1.697 -0.778 -5.962 0.00 0.00 -0.01
H 0.527 -1.626 -3.923 -0.01 0.00 0.01
H -3.263 -0.114 -5.468 0.00 -0.01 0.01
H -2.091 0.741 -7.505 0.01 0.00 -0.01
C 4.366 1.489 3.639 0.00 0.00 0.01
C 5.438 1.736 2.891 -0.01 -0.01 0.01
C 5.672 1.009 1.616 -0.04 -0.01 0.01
O 6.649 1.230 0.937 0.04 0.01 -0.02
C 4.661 0.000 1.207 -0.01 -0.01 0.01
C 3.589 -0.245 1.955 -0.01 -0.01 -0.03
C 3.361 0.479 3.229 0.13 0.02 -0.10
O 2.385 0.250 3.911 0.16 0.10 -0.05
H 4.171 2.003 4.571 -0.01 0.00 0.00
H 6.187 2.468 3.166 0.01 0.00 -0.01
H 4.853 -0.514 0.274 0.01 0.01 -0.01
H 2.837 -0.974 1.677 0.00 0.03 0.02
C -0.280 3.781 -7.646 -0.01 -0.02 -0.02
C 0.502 3.599 -6.586 0.01 -0.03 0.01
C 0.538 4.579 -5.473 -0.03 0.00 -0.03
O 1.248 4.407 -4.506 0.02 -0.01 0.04
C -0.332 5.778 -5.588 -0.01 0.01 -0.01
C -1.115 5.962 -6.647 0.01 0.00 0.02
C -1.154 4.977 -7.759 0.02 -0.01 0.04
O -1.874 5.141 -8.718 -0.03 0.01 -0.03
H -0.318 3.074 -8.466 0.00 0.00 0.00
H 1.147 2.735 -6.486 0.02 0.02 0.00
H -0.288 6.478 -4.763 0.01 0.00 0.01
H -1.760 6.825 -6.754 0.00 0.00 -0.01
```
Positions in Å, forces in eV/Å.

Atom charges from the Mulliken analysis, given in e for atoms 1 to 8: -0.447 0.407 -0.045 -0.676 -0.077 0.351 -1.081 -0.371

***

# 2
C34H70Cl16N3S | ωB97M-V with the def2-TZVPD basis set

Relative energy (zero: lowest compared OMol25 entry of this formula, charge and spin) ... 0.0 kcal/mol
Total charge ... +1
HOMO-LUMO gap ... 9.964 eV

Geometry as XYZ:
```
124
Properties=species:S:1:pos:R:3:forces:R:3
C -1.610 2.632 1.984 -0.11 0.11 0.15
C -0.821 2.995 3.240 0.04 -0.06 -0.20
C 0.274 1.978 3.577 -0.16 0.10 0.12
C -0.243 0.746 4.326 0.06 0.12 -0.02
C 0.883 -0.226 4.709 0.09 0.10 -0.25
C 1.151 -1.338 3.689 -0.04 -0.02 0.28
C -0.047 -2.222 3.302 0.43 -0.35 -0.13
C 0.053 -2.780 1.863 -0.14 -0.26 0.32
C -1.166 -2.518 0.971 0.28 0.17 -0.21
C -1.761 -1.108 1.017 -0.08 -0.15 -0.44
C -1.083 -0.026 0.179 -0.35 0.76 -0.18
N 0.382 0.012 0.341 0.12 -0.30 0.27
C 0.932 -0.594 -0.701 0.07 -0.19 -0.28
N 2.144 -1.173 -0.724 0.03 0.24 0.16
N 0.125 -0.638 -1.767 -0.11 0.33 0.18
C 0.696 -0.368 -3.118 -0.03 -0.54 0.10
C 1.667 0.821 -3.196 0.10 -0.19 -0.33
C 3.168 0.449 -3.184 0.13 0.52 0.33
C 4.006 1.216 -4.229 0.01 -0.34 -0.27
C 4.601 0.289 -5.325 -0.35 0.44 0.04
C 4.189 0.731 -6.728 0.39 0.25 -0.05
C 4.771 2.115 -7.102 -0.12 0.16 -0.09
C 3.739 3.259 -7.237 0.07 0.06 0.14
C 4.102 4.487 -6.401 0.01 -0.03 -0.17
C -1.194 -0.076 -1.382 -0.11 -0.19 0.18
S -1.273 1.663 -2.022 0.22 0.01 -0.06
C -2.318 -0.962 -1.920 0.06 0.13 0.33
C -3.749 -0.402 -1.793 -0.24 -0.30 -0.27
C -4.241 0.249 -3.094 0.08 0.03 0.10
C -4.719 -1.537 -1.424 0.01 0.40 0.13
H -2.385 3.370 1.767 0.01 0.00 0.04
H -2.109 1.660 2.082 0.01 0.21 0.20
H -0.947 2.592 1.114 0.03 0.13 0.13
H -0.365 3.976 3.091 -0.04 -0.01 0.03
H -1.501 3.090 4.092 0.03 0.03 0.00
H 0.781 1.686 2.646 0.08 0.03 0.10
H 1.021 2.466 4.210 0.07 -0.06 -0.08
H -0.736 1.107 5.235 0.03 -0.02 -0.05
H -1.022 0.256 3.728 0.16 0.04 0.20
H 0.738 -0.662 5.699 -0.23 -0.02 -0.07
H 1.803 0.365 4.778 -0.01 -0.08 0.19
H 1.901 -2.001 4.131 0.15 0.14 -0.21
H 1.641 -0.901 2.807 -0.12 -0.02 -0.04
H -0.017 -3.085 3.968 -0.20 0.12 0.12
H -1.008 -1.734 3.474 0.16 -0.03 0.01
H 0.979 -2.436 1.392 -0.07 0.09 0.00
H 0.155 -3.867 1.926 0.10 0.06 -0.08
H -1.939 -3.250 1.214 -0.07 0.13 0.08
H -0.872 -2.732 -0.063 -0.09 -0.15 0.04
H -1.833 -0.715 2.033 0.05 -0.17 -0.05
H -2.792 -1.152 0.653 0.00 0.08 0.12
H -1.496 0.918 0.536 0.18 -0.39 -0.42
H 0.794 -0.096 1.259 -0.10 -0.12 -0.02
H 2.256 -2.027 -1.242 0.15 0.26 -0.39
H 2.948 -0.767 -0.277 -0.10 -0.14 0.27
H -0.167 -0.233 -3.769 0.01 0.05 0.06
H 1.195 -1.276 -3.459 -0.06 0.03 -0.04
H 1.453 1.551 -2.414 -0.08 -0.01 -0.03
H 1.450 1.326 -4.142 -0.03 0.00 0.06
H 3.569 0.693 -2.195 -0.01 -0.13 -0.03
H 3.305 -0.627 -3.314 -0.08 0.03 -0.08
H 3.376 1.960 -4.726 0.00 0.02 0.13
H 4.802 1.778 -3.737 -0.03 -0.05 0.03
H 4.235 -0.725 -5.154 0.24 -0.07 0.00
H 5.691 0.299 -5.258 -0.02 -0.22 -0.01
H 3.097 0.784 -6.792 0.02 -0.16 -0.03
H 4.533 -0.008 -7.455 -0.14 -0.04 0.04
H 5.510 2.420 -6.354 0.00 -0.12 -0.01
H 5.319 2.030 -8.043 0.03 0.00 0.06
H 3.653 3.564 -8.282 -0.08 -0.07 0.02
H 2.748 2.902 -6.935 0.03 0.01 -0.04
H 3.368 5.285 -6.524 -0.01 -0.04 0.06
H 5.070 4.889 -6.709 -0.01 -0.04 0.07
H 4.162 4.225 -5.340 0.01 0.06 -0.02
H -2.261 2.060 -1.212 -0.08 -0.07 -0.02
H -2.089 -1.226 -2.956 -0.08 0.10 0.00
H -2.272 -1.888 -1.345 0.10 -0.08 -0.17
H -3.794 0.339 -0.986 0.09 -0.03 0.01
H -3.945 -0.369 -3.946 -0.07 0.04 0.00
H -3.836 1.249 -3.246 0.01 -0.07 -0.04
H -5.331 0.312 -3.101 0.03 0.07 0.04
H -4.365 -2.120 -0.569 0.02 -0.08 -0.10
H -4.879 -2.197 -2.279 0.04 -0.08 0.08
H -5.673 -1.098 -1.128 0.00 -0.17 -0.15
C -3.374 0.220 5.644 0.06 0.02 0.05
Cl -3.723 -0.318 3.989 -0.11 -0.02 -0.01
Cl -4.767 0.035 6.706 -0.01 -0.02 0.04
H -2.557 -0.381 6.026 -0.02 -0.06 -0.01
H -3.094 1.266 5.606 -0.07 0.01 -0.02
C 5.857 4.331 -1.610 0.02 0.05 0.05
Cl 7.511 3.982 -2.105 0.04 0.02 -0.06
Cl 5.066 2.890 -0.937 -0.07 -0.01 0.04
H 5.876 5.091 -0.839 0.03 -0.03 0.02
H 5.294 4.662 -2.475 -0.01 -0.06 -0.02
C 2.656 -3.597 -5.821 0.01 0.02 -0.11
Cl 2.103 -2.040 -6.444 -0.09 -0.07 0.03
Cl 2.660 -3.650 -4.046 0.01 -0.04 0.05
H 1.989 -4.372 -6.179 -0.03 0.01 0.04
H 3.670 -3.763 -6.163 0.01 0.02 0.04
C 8.581 2.064 1.081 -0.01 0.03 -0.10
Cl 8.191 3.559 1.939 -0.03 0.01 -0.02
Cl 8.115 0.624 1.997 -0.02 -0.02 0.00
H 8.041 2.061 0.142 -0.01 0.00 0.01
H 9.651 2.035 0.915 0.01 -0.01 0.05
C -8.728 0.231 -0.450 -0.03 0.00 -0.04
Cl -9.763 -1.174 -0.207 0.00 0.00 -0.01
Cl -7.302 0.199 0.606 0.00 0.08 0.06
H -8.387 0.236 -1.479 0.02 -0.02 0.01
H -9.294 1.126 -0.223 0.00 -0.01 0.03
C -6.237 1.855 10.044 0.01 0.05 -0.03
Cl -6.948 0.261 9.758 0.00 -0.02 -0.04
Cl -5.446 1.965 11.618 0.01 0.00 -0.01
H -5.496 2.038 9.275 0.01 -0.02 0.00
H -7.029 2.593 10.004 -0.02 -0.02 0.03
C -3.957 -3.639 5.957 -0.10 -0.06 0.01
Cl -2.266 -3.689 5.413 -0.07 0.14 0.05
Cl -4.618 -5.259 6.173 0.00 -0.03 -0.02
H -3.997 -3.117 6.906 0.03 -0.01 0.00
H -4.538 -3.126 5.200 0.03 0.02 0.00
C -2.142 -6.845 3.475 -0.07 0.04 0.02
Cl -0.444 -6.894 2.965 0.02 0.05 -0.02
Cl -2.839 -8.453 3.660 0.02 0.00 -0.01
H -2.193 -6.331 4.426 0.00 -0.04 0.03
H -2.705 -6.311 2.718 0.00 -0.02 -0.02
```
Positions in Å, forces in eV/Å.

Atom charges from the Mulliken analysis, given in e for atoms 1 to 8: -0.339 -0.897 -0.785 1.476 -1.409 -0.933 0.047 -1.208

***

# 3
C4H12O | ωB97M-V with the def2-TZVPD basis set

Relative energy (zero: lowest compared OMol25 entry of this formula, charge and spin) ... 28.3 kcal/mol
Total charge ... 0
HOMO-LUMO gap ... 11.299 eV
SMILES string ... CCO.CC

Geometry as XYZ:
```
17
Properties=species:S:1:pos:R:3:forces:R:3
C -1.364 -0.485 -0.606 -2.05 -0.97 0.54
C -2.500 -0.707 0.445 0.00 -1.23 -2.32
O -1.433 0.873 -1.002 0.16 -0.23 -0.08
H -0.457 -0.707 -0.140 1.83 -0.08 0.84
H -1.413 -1.266 -1.411 -0.36 1.33 0.11
H -2.613 0.168 1.049 -0.27 0.36 0.50
H -1.455 1.308 -0.133 0.04 0.34 -0.72
H -2.359 -1.599 1.017 0.53 -0.39 0.78
H -3.407 -0.977 -0.120 -0.05 0.82 0.30
C 2.657 -0.151 0.204 -2.07 0.60 0.56
C 1.625 1.049 0.024 1.37 -1.65 -0.82
H 3.048 -0.033 1.238 -0.05 -0.60 -0.73
H 2.043 -1.074 0.065 0.95 0.36 0.38
H 3.456 -0.114 -0.517 0.26 -0.04 -0.21
H 2.295 1.943 0.000 -1.50 -0.15 0.36
H 0.852 0.869 0.777 0.46 1.05 0.53
H 1.026 0.902 -0.891 0.74 0.50 -0.04
```
Positions in Å, forces in eV/Å.

Atom charges from the Mulliken analysis, given in e for atoms 1 to 8: -0.104 -1.071 -0.494 0.035 0.325 0.385 0.309 0.330